(1)
Here is C18H36F18Na3O18P3 as an isolated structure in a non-equilibrium geometry from the Open Molecules 2025 dataset. Energies are from ωB97M-V/def2-TZVPD.

## Properties
Orbital gap   0.37981 hartree
E_LUMO   -0.23 eV
Energy relative to the best compared isomer or geometry (same formula, charge and spin)   48.9 kcal per mole

Geometry as ORCA input:
```
! wB97M-V def2-TZVPD RIJCOSX def2/J DEFGRID3
* xyz 0 1
Na 2.975 -1.632 1.109
Na -0.802 -0.761 -3.889
Na -1.442 0.007 2.923
P 0.129 -4.055 -4.319
F -1.414 -4.217 -4.020
F 0.564 -5.399 -3.505
F -0.182 -4.833 -5.690
F 1.668 -3.896 -4.783
F -0.093 -2.637 -5.086
F 0.360 -3.175 -2.958
P 1.449 -0.724 4.096
F 0.240 0.228 4.530
F 0.522 -1.702 3.098
F 1.586 0.416 2.906
F 2.827 -1.526 3.532
F 2.374 0.191 5.032
F 1.196 -1.851 5.290
P -0.223 0.026 -0.698
F 1.046 -0.303 0.277
F 0.707 -0.222 -1.939
F -0.531 -1.583 -0.620
F -1.536 0.229 -1.586
F -1.184 0.241 0.607
F 0.007 1.633 -0.651
C -3.845 -1.223 -0.449
O -3.830 -2.512 0.211
C -3.348 -2.635 1.500
O -3.008 -1.705 2.238
O -3.076 -3.979 1.672
C -2.818 -4.557 2.998
H -3.656 -1.337 -1.516
H -3.129 -0.514 -0.034
H -4.744 -0.610 -0.392
H -1.776 -4.483 3.310
H -3.180 -5.581 2.912
H -3.515 -4.036 3.654
C 2.567 1.494 -5.290
O 2.172 2.596 -4.516
C 1.088 2.424 -3.834
O 0.332 1.426 -3.819
O 0.903 3.605 -3.088
C -0.244 3.860 -2.360
H 1.722 1.012 -5.782
H 3.079 0.703 -4.740
H 3.228 1.796 -6.103
H -0.805 4.767 -2.585
H -0.036 3.853 -1.290
H -0.914 3.004 -2.442
C 1.361 3.054 1.703
O 0.261 3.998 1.376
C 0.465 5.287 1.276
O 1.558 5.818 1.375
O -0.674 5.776 0.982
C -0.911 7.160 1.031
H 2.256 3.319 1.139
H 1.128 2.039 1.381
H 1.633 3.090 2.758
H -0.056 7.650 1.496
H -1.830 7.404 1.565
H -1.038 7.591 0.038
C -0.835 -4.857 -0.474
O -0.213 -5.218 0.734
C 0.761 -4.502 1.305
O 1.111 -3.361 0.960
O 1.141 -5.277 2.316
C 2.150 -4.873 3.280
H -1.362 -5.730 -0.859
H -0.131 -4.575 -1.257
H -1.450 -3.964 -0.362
H 1.967 -3.859 3.633
H 3.140 -4.811 2.827
H 2.188 -5.559 4.127
C -5.055 2.903 4.686
O -4.529 3.574 3.572
C -3.878 2.796 2.641
O -3.367 1.600 2.823
O -3.643 3.560 1.573
C -3.117 3.035 0.430
H -4.414 3.088 5.548
H -4.976 1.825 4.548
H -6.095 3.061 4.968
H -3.795 3.047 -0.423
H -2.733 2.015 0.420
H -2.274 3.676 0.173
C 3.464 1.757 -1.269
O 3.943 1.009 -2.337
C 4.192 -0.342 -2.128
O 4.067 -1.016 -1.060
O 4.536 -0.658 -3.369
C 5.266 -1.882 -3.508
H 4.212 1.898 -0.489
H 2.499 1.473 -0.848
H 3.324 2.789 -1.590
H 5.978 -1.812 -4.331
H 4.579 -2.703 -3.715
H 5.787 -2.118 -2.580
*
```

Here are the Löwdin charges for atoms 1 to 6, given in e: Na 0.566; Na 0.614; Na 0.490; P 0.140; F -0.125; F -0.152

(2)
Here is a 10-piece molecular cluster, C20H60O20 overall in a non-equilibrium geometry from the Open Molecules 2025 dataset. Energies are from ωB97M-V/def2-TZVPD.

## Properties
Orbital gap   0.35203 hartree
E_LUMO   0.13 eV
SMILES string   OCCO.OCCO.OCCO.OCCO.OCCO.OCCO.OCCO.OCCO.OCCO.OCCO
Energy relative to the best compared isomer or geometry (same formula, charge and spin)   353.3 kcal per mole

Geometry as ORCA input:
```
! wB97M-V def2-TZVPD RIJCOSX def2/J DEFGRID3
* xyz 0 1
O 56.585 11.818 11.398
C 57.888 12.135 11.221
C 58.999 11.071 11.606
O 60.296 11.335 11.328
H 55.978 12.514 11.112
H 58.072 12.228 10.249
H 58.132 13.151 11.710
H 58.594 10.063 11.291
H 59.085 10.980 12.704
H 60.817 10.562 11.460
O 60.589 13.763 9.994
C 60.515 14.937 10.857
C 60.627 16.341 10.241
O 60.456 17.273 11.245
H 60.211 13.113 10.516
H 59.504 14.878 11.528
H 61.423 14.621 11.262
H 60.079 16.268 9.319
H 61.599 16.416 9.765
H 61.309 17.325 11.800
O 58.396 12.623 16.229
C 58.419 12.346 17.650
C 57.227 11.605 18.062
O 57.151 11.117 19.349
H 57.605 13.337 16.010
H 59.439 11.945 17.899
H 58.491 13.379 18.305
H 56.941 10.715 17.427
H 56.120 12.118 17.942
H 56.581 10.355 19.030
O 57.545 18.027 11.223
C 57.042 18.942 10.324
C 56.147 19.935 11.169
O 55.377 20.850 10.438
H 58.464 18.027 11.272
H 57.745 19.275 9.583
H 56.548 18.549 9.628
H 56.605 20.427 11.780
H 55.307 19.385 11.509
H 55.109 21.735 11.032
O 59.976 16.929 15.252
C 60.071 15.537 15.048
C 61.179 14.893 16.036
O 61.225 13.481 15.821
H 59.238 17.073 16.029
H 59.109 14.997 15.136
H 60.425 15.474 14.048
H 60.857 15.028 17.003
H 62.056 15.345 16.126
H 60.486 13.077 15.973
O 55.933 16.006 11.983
C 56.461 15.811 13.299
C 55.717 14.499 13.953
O 56.147 14.248 15.187
H 56.223 16.835 11.851
H 57.486 15.826 13.513
H 55.999 16.625 13.858
H 55.669 13.626 13.300
H 54.742 14.738 14.262
H 55.369 14.344 15.622
O 52.408 13.094 13.356
C 52.368 11.952 12.721
C 51.657 12.114 11.381
O 51.743 10.853 10.658
H 51.471 13.327 13.573
H 53.454 11.533 12.596
H 51.780 11.288 13.193
H 52.094 12.998 10.911
H 50.555 12.426 11.429
H 51.092 10.881 9.900
O 53.988 12.209 15.303
C 53.279 12.024 16.626
C 53.569 10.666 17.077
O 52.853 10.413 18.143
H 53.503 12.568 14.676
H 53.424 12.865 17.335
H 52.178 11.878 16.479
H 54.640 10.424 17.308
H 53.261 9.939 16.152
H 53.187 9.464 18.246
O 54.994 13.973 10.347
C 55.038 14.415 9.017
C 56.322 14.980 8.623
O 56.196 14.992 7.213
H 54.917 14.676 10.896
H 54.862 13.403 8.480
H 54.134 15.029 8.960
H 57.135 14.363 8.857
H 56.224 16.077 9.027
H 57.045 15.220 6.968
O 54.446 18.858 19.404
C 53.693 18.167 18.516
C 54.388 16.876 17.964
O 53.828 16.668 16.720
H 54.647 18.209 20.049
H 52.668 18.082 19.015
H 53.543 18.940 17.720
H 54.212 16.022 18.748
H 55.414 16.710 17.942
H 54.003 17.438 16.166
*
```

Here are the Löwdin charges for atoms 1 to 6, given in e: O -0.041; C -0.273; C -0.251; O -0.043; H 0.052; H 0.062

(3)
Here is C3H6ClNS as an isolated structure in a non-equilibrium geometry from the Open Molecules 2025 dataset. Energies are from ωB97M-V/def2-TZVPD.

## Properties
Orbital gap   0.32585 hartree
E_LUMO   0.48 eV
Energy relative to the best compared isomer or geometry (same formula, charge and spin)   54.7 kcal per mole

Geometry as ORCA input:
```
! wB97M-V def2-TZVPD RIJCOSX def2/J DEFGRID3
* xyz 0 1
C -1.208 0.208 0.157
C 1.101 0.980 -0.399
C -0.319 -1.448 0.788
N -0.307 1.073 -0.274
S -2.800 0.408 -0.071
Cl 0.461 -2.291 -0.485
H 1.424 1.832 -0.985
H 1.647 0.907 0.516
H 1.346 -0.043 -0.829
H -1.118 -2.131 1.178
H 0.397 -1.126 1.448
H -0.624 1.632 -1.045
*
```

Here are the Löwdin charges for atoms 1 to 6, given in e: C -0.793; C -0.113; C -0.528; N -0.136; S 0.609; Cl 0.586

(4)
Here is one molecule with the formula C22H27N3O5S in a non-equilibrium geometry from the Open Molecules 2025 dataset. Energies are from ωB97M-V/def2-TZVPD.

## Properties
Orbital gap   0.33061 hartree
E_LUMO   0.48 eV
SMILES string   COc1ccc([C@@H]2N(C(=O)CN3CCOCC3)CCN2S(=O)(=O)c2ccccc2)cc1
Energy relative to the best compared isomer or geometry (same formula, charge and spin)   66.6 kcal per mole

Geometry as ORCA input:
```
! wB97M-V def2-TZVPD RIJCOSX def2/J DEFGRID3
* xyz 0 1
C 7.024 2.282 -0.172
O 6.665 0.943 -0.407
C 5.351 0.598 -0.337
C 4.313 1.468 -0.026
C 3.008 1.002 0.018
C 2.719 -0.322 -0.252
C 1.317 -0.896 -0.209
N 0.307 0.063 0.224
C -0.273 0.918 -0.640
O -0.030 0.903 -1.831
C -1.222 1.939 -0.013
N -2.412 1.282 0.502
C -3.176 2.070 1.458
C -4.008 3.171 0.789
O -4.872 2.626 -0.185
C -4.144 1.924 -1.171
C -3.300 0.804 -0.550
C -0.016 -0.128 1.623
C 0.849 -1.337 2.020
N 1.252 -1.948 0.775
S 0.515 -3.373 0.303
O 1.281 -3.863 -0.801
O 0.397 -4.170 1.488
C -1.132 -2.970 -0.284
C -1.337 -2.747 -1.631
C -2.622 -2.493 -2.084
C -3.680 -2.477 -1.189
C -3.460 -2.703 0.162
C -2.176 -2.949 0.619
C 3.759 -1.194 -0.564
C 5.058 -0.743 -0.604
H 8.105 2.323 -0.297
H 6.552 2.958 -0.892
H 6.767 2.596 0.845
H 4.502 2.509 0.183
H 2.214 1.695 0.254
H 1.064 -1.292 -1.198
H -0.711 2.431 0.819
H -1.430 2.692 -0.787
H -2.498 2.504 2.195
H -3.856 1.380 1.967
H -4.649 3.669 1.519
H -3.344 3.918 0.327
H -4.885 1.507 -1.855
H -3.502 2.621 -1.730
H -2.705 0.312 -1.320
H -3.969 0.068 -0.094
H -1.087 -0.320 1.730
H 0.244 0.754 2.215
H 0.328 -2.080 2.621
H 1.748 -1.014 2.554
H -0.501 -2.803 -2.309
H -2.797 -2.320 -3.135
H -4.682 -2.295 -1.547
H -4.288 -2.699 0.854
H -1.975 -3.159 1.658
H 3.527 -2.229 -0.767
H 5.873 -1.406 -0.844
*
```

Here are the Löwdin charges for atoms 1 to 6, given in e: C -0.091; O -0.083; C -0.276; C -0.013; C -0.013; C -0.151